Formula: C19H16N3O6Ti
Source: the OMol25 dataset
Level of theory: wB97M-V/def2-TZVPD

Structure (XYZ):
```
45
Properties=species:S:1:pos:R:3:mulliken_charge:R:1
Ti -2.4172 -8.3339 13.8478 0.220
C -4.7013 -11.5274 14.4860 -1.264
C -4.4060 -10.0600 14.3800 0.963
O -3.4122 -9.7657 13.5761 -0.713
C -5.1008 -9.1268 15.1004 -1.102
C -4.8615 -7.7156 15.0486 1.421
C -5.5338 -6.7873 15.9985 -1.341
N -4.0048 -7.2925 14.1675 0.325
N -3.6712 -5.9690 14.0025 -0.890
C -2.6214 -5.8808 13.2304 0.872
O -2.0370 -6.9471 12.7305 -0.727
C -2.0199 -4.5789 12.9263 0.365
C -2.6157 -3.3936 13.3467 -0.326
C -2.0126 -2.1856 13.0598 -0.604
C -0.8167 -2.1509 12.3566 -0.344
C -0.2083 -3.3303 11.9577 -0.680
C -0.8072 -4.5457 12.2446 -0.449
H -3.8135 -12.0243 14.8813 0.297
H -4.8940 -11.9444 13.4942 0.320
H -5.5451 -11.7214 15.1427 0.326
H -5.8924 -9.4671 15.7524 0.253
H -6.1276 -7.3343 16.7223 0.389
H -6.1605 -6.0810 15.4581 0.315
H -4.7683 -6.2064 16.5141 0.316
H -3.5495 -3.4319 13.8883 0.436
H -2.4757 -1.2565 13.3790 0.378
H -0.3516 -1.1952 12.1222 0.368
H 0.7341 -3.2962 11.4258 0.394
H -0.3486 -5.4729 11.9298 0.436
O -0.6222 -8.9133 14.1261 -0.610
C -0.7008 -8.3426 15.2696 1.501
O -1.9082 -7.9907 15.6110 -0.634
C 0.4303 -8.1549 16.1492 -0.160
C 1.6695 -8.7103 15.7990 -0.472
C 2.7135 -8.6824 16.7005 -0.485
C 2.5124 -8.0946 17.9468 0.067
C 1.3040 -7.4993 18.2934 -0.469
C 0.2620 -7.5214 17.3905 -0.403
N 3.5835 -8.1004 18.9072 0.989
O 4.6199 -8.6581 18.5916 -0.603
O 3.3874 -7.5520 19.9769 -0.602
H 1.7871 -9.1683 14.8236 0.473
H 3.6751 -9.1075 16.4680 0.487
H 1.2008 -7.0419 19.2615 0.487
H -0.6876 -7.0666 17.6294 0.480
```

Properties
HOMO energy (spin up / spin down) = -6.458 / -8.179 eV
2S+1 = 2
lowest unoccupied orbital energy (spin up / spin down) = -1.4 / -1.4 eV